1.
The following is a quantum chemistry calculation of C10H15NO3S in the gas phase in a non-equilibrium geometry, from OMol25.

Cartesian coordinates (Å):
C  -1.13353  -2.18307  0.03452
C  0.88831  -1.19515  0.18648
C  -2.11003  -3.02257  0.32986
C  -1.19005  -1.07179  -1.03719
C  0.18799  -0.31251  -0.94991
C  -1.45096  1.04403  -0.08071
C  -2.14246  2.35183  -0.53790
C  -1.41992  0.81264  1.50629
C  3.78849  1.11452  -0.79249
C  2.93851  0.72671  0.49019
N  0.14729  -2.20906  0.62908
O  0.47552  -3.12921  1.41130
O  -2.19134  -0.04033  -0.66599
O  -0.15507  1.01022  -0.59522
S  2.60294  -1.15355  0.35094
H  -2.02813  -3.62359  1.19973
H  -3.09904  -2.96624  -0.14100
H  -1.43332  -1.41192  -2.03618
H  0.89981  -0.30715  -1.75324
H  -2.02768  2.37546  -1.60908
H  -1.57930  3.14951  -0.00292
H  -3.15501  2.19284  -0.21547
H  -0.77472  -0.01415  1.61232
H  -2.30293  0.51593  1.86775
H  -1.09050  1.53751  2.17431
H  3.98359  0.17798  -1.40933
H  3.18272  1.89300  -1.37972
H  4.70948  1.68041  -0.48581
H  1.97803  1.17089  0.54574
H  3.50130  0.88679  1.35365

Calculated values
multiplicity = 1
LUMO energy (spin up / spin down) = -0.05 / -0.05 eV

These are the Mulliken partial charges, in e, on atoms 1 to 6: number 1, C, carries 0.095; number 2, C, carries -0.151; number 3, C, carries -0.993; number 4, C, carries -0.062; number 5, C, carries -0.346; number 6, C, carries 1.302

2.
The following is a quantum chemistry calculation of C24H36N4O5 in the gas phase, from OMol25.

Cartesian coordinates (Å):
C  -1.50423  -3.90077  1.24286
H  -2.46892  -3.45065  1.02423
H  -1.62426  -4.98069  1.28497
H  -1.17859  -3.54820  2.21872
C  -0.49647  -3.51978  0.16255
C  -0.90058  -4.10771  -1.18731
H  -0.24394  -3.75098  -1.97701
H  -1.92160  -3.82566  -1.43006
H  -0.84330  -5.19323  -1.15349
H  0.48747  -3.91903  0.43400
C  -0.37710  -1.97820  0.08268
N  -1.56838  -1.39039  -0.47749
C  -2.29197  -0.45378  0.19199
O  -2.17328  -0.23710  1.37644
O  -3.15722  0.11749  -0.65203
C  -4.08242  1.13668  -0.19932
C  -3.32077  2.33750  0.35781
H  -2.82204  2.07149  1.28584
H  -4.01377  3.15150  0.55197
H  -2.57994  2.66855  -0.36719
C  -4.83663  1.53378  -1.46839
H  -4.13981  1.94859  -2.19142
H  -5.31797  0.66292  -1.90602
H  -5.59176  2.27810  -1.23424
C  -5.03810  0.55150  0.84021
H  -5.56010  -0.30964  0.42767
H  -5.76825  1.30206  1.12969
H  -4.48497  0.23841  1.72162
H  -1.59852  -1.36275  -1.48764
C  0.79988  -1.58129  -0.80526
O  0.63620  -1.31131  -1.98529
N  2.01898  -1.53545  -0.24174
C  3.16597  -1.13087  -1.05236
C  4.27249  -0.87772  -0.02553
H  4.24294  0.16177  0.30604
C  3.89717  -1.80615  1.12767
H  4.21327  -2.82558  0.90483
H  4.33940  -1.49991  2.07280
C  2.37209  -1.72580  1.15342
H  2.03573  -0.87017  1.75422
H  1.91881  -2.63199  1.55695
H  5.25856  -1.08579  -0.43321
C  2.83783  0.11374  -1.88532
O  3.15447  0.24009  -3.05028
N  2.23274  1.06316  -1.15389
H  1.91115  0.83081  -0.22429
C  1.72974  2.32294  -1.65947
C  1.72374  3.38316  -0.53830
C  1.62976  2.75154  0.82406
C  0.46530  2.09184  1.20799
C  0.39387  1.42825  2.41982
C  1.49009  1.41907  3.26851
C  2.64939  2.08251  2.90198
C  2.72085  2.73887  1.68436
H  3.63229  3.24648  1.40074
H  3.50404  2.08404  3.56333
H  1.43976  0.90053  4.21504
H  -0.51484  0.90995  2.68611
H  -0.38598  2.09803  0.54587
H  0.85677  4.02647  -0.70348
H  2.62866  3.98818  -0.60050
H  2.38526  2.62958  -2.48213
C  0.31881  2.10202  -2.25769
O  -0.67935  2.63322  -1.81807
N  0.33221  1.29405  -3.32527
H  -0.54632  0.98646  -3.71026
H  1.16450  0.78425  -3.58310
H  3.43106  -1.93425  -1.74992
H  -0.25991  -1.56471  1.08993

Calculated values
multiplicity = 1
LUMO energy = 0.62 eV
SMILES = CC(C)[C@H](NC(=O)OC(C)(C)C)C(=O)N1CCC[C@@H]1C(=O)N[C@H](Cc1ccccc1)C(N)=O

These are the Mulliken partial charges, in e, on atoms 1 to 6: number 1, C, carries -1.534; number 2, H, carries 0.237; number 3, H, carries 0.451; number 4, H, carries 0.362; number 5, C, carries 0.565; number 6, C, carries -1.565

3.
The following is a quantum chemistry calculation of C4H9Cl3Si in the gas phase in a non-equilibrium geometry, from OMol25.

Cartesian coordinates (Å):
Cl  -3.09235  0.70565  0.36598
Cl  -0.80157  1.43601  2.67301
Cl  -1.34591  -1.88699  1.98292
C  1.36869  -0.45844  0.55437
C  0.37735  1.39945  -0.65898
C  -0.35265  -0.99417  -1.28009
C  0.07748  -0.03028  -0.16053
Si  -1.25921  0.05100  1.16686
H  1.33661  -1.47895  0.88158
H  1.38648  0.13858  1.47191
H  2.28860  -0.35075  0.00968
H  1.07067  1.36716  -1.50007
H  0.82166  2.01020  0.16625
H  -0.53093  1.89379  -1.01634
H  0.41617  -1.05672  -2.01760
H  -0.45050  -2.01466  -0.91387
H  -1.31058  -0.73088  -1.72507

Calculated values
multiplicity = 1
LUMO energy = 0.50 eV
SMILES = CC(C)(C)[Si](Cl)(Cl)Cl

These are the Mulliken partial charges, in e, on atoms 1 to 6: number 1, Cl, carries -0.266; number 2, Cl, carries -0.260; number 3, Cl, carries -0.266; number 4, C, carries -1.715; number 5, C, carries -1.631; number 6, C, carries -1.718

4.
The following is a quantum chemistry calculation of a gas-phase ion, C8H21N3P (charge +1) in a non-equilibrium geometry, from OMol25.

Cartesian coordinates (Å):
C  0.48963  -0.90101  0.38396
C  0.67067  0.51336  0.03141
C  0.68875  0.05713  -2.33258
C  0.01460  2.24574  -1.65651
C  0.84425  1.06958  2.39711
C  1.70005  2.69597  0.85579
C  -2.03524  -1.79556  -1.20158
C  -0.69792  -3.32306  0.97415
N  0.57089  0.95045  -1.24902
N  0.97140  1.48091  1.02988
N  -2.20574  -0.65560  1.41894
P  -1.34545  -1.56607  0.46769
H  0.64654  -0.94404  1.45874
H  1.02216  -1.60909  -0.17445
H  1.58450  -0.51973  -2.23270
H  -0.09335  -0.72982  -2.31872
H  0.75200  0.61806  -3.21353
H  -0.88272  2.11992  -2.30730
H  -0.40284  2.70213  -0.78417
H  0.77300  2.82271  -2.29930
H  1.31908  0.05502  2.56635
H  1.33422  1.72594  3.09578
H  -0.18870  1.11145  2.81366
H  1.19097  3.39836  1.47462
H  2.69107  2.51479  1.38814
H  1.84431  2.99529  -0.20375
H  -2.05886  -0.90866  -1.75427
H  -1.39039  -2.44077  -1.84679
H  -3.00623  -2.21845  -1.16624
H  -0.62462  -3.47989  2.04211
H  -1.42328  -4.13339  0.81379
H  0.29818  -3.49921  0.56354
H  -3.05091  -0.35246  0.96527

Calculated values
multiplicity = 1
charge = +1
LUMO energy = -3.52 eV
SMILES = CN(C)C(CP(C)(C)=N)=[N+](C)C

These are the Mulliken partial charges, in e, on atoms 1 to 6: number 1, C, carries -1.098; number 2, C, carries 0.519; number 3, C, carries -1.067; number 4, C, carries -1.307; number 5, C, carries -1.157; number 6, C, carries -1.064

5.
The following is a quantum chemistry calculation of 2 unconnected molecules or ions with the total composition C4H11NO2S in a non-equilibrium geometry, from OMol25.

Cartesian coordinates (Å):
O  -2.38701  -1.85847  -1.68609
C  -1.98986  -1.50641  -0.64388
C  -0.78945  -0.37082  -0.34866
C  -1.19860  1.04264  -0.71310
C  0.10568  1.88620  -0.92750
S  0.97947  1.73718  -2.53907
N  -0.52710  -0.50105  1.21543
H  -2.14055  -2.05792  0.28904
H  0.12394  -0.63999  -0.91294
H  -1.87053  1.05867  -1.59256
H  -1.58493  1.67475  0.10053
H  0.65944  1.99279  0.08064
H  -0.39772  2.89345  -1.06532
H  0.58288  0.54097  -3.01623
H  -0.27580  -1.39861  1.53443
H  0.11866  0.39325  1.51499
H  4.28555  -1.66900  6.26128
H  3.49774  -2.93704  6.34857
O  3.41862  -1.94760  6.48278

Calculated values
multiplicity = 1
LUMO energy = 0.83 eV
SMILES = N[C@@H](C=O)CCS.O

These are the Mulliken partial charges, in e, on atoms 1 to 6: number 1, O, carries -0.411; number 2, C, carries -0.193; number 3, C, carries 0.558; number 4, C, carries -0.932; number 5, C, carries -0.434; number 6, S, carries -0.224

6.
The following is a quantum chemistry calculation of C6H10O in the gas phase in a non-equilibrium geometry, from OMol25.

Cartesian coordinates (Å):
C  0.23944  1.66737  -1.31054
C  -0.75887  0.95426  -0.77992
O  0.26706  -1.13559  -1.39487
C  0.27089  -1.73793  -0.12213
C  -0.27981  -0.86851  1.00975
C  0.44402  0.37014  1.45787
C  -0.81191  0.49850  0.64227
H  0.72431  -0.26628  -1.39104
H  1.05355  2.03130  -0.69052
H  0.25104  1.93262  -2.36319
H  -1.59037  0.62129  -1.40047
H  -0.37094  -2.62118  -0.21822
H  1.28224  -2.09019  0.12125
H  -0.80408  -1.41731  1.79567
H  1.39867  0.58839  0.98319
H  0.40028  0.65028  2.50690
H  -1.71551  0.82285  1.15400

Calculated values
multiplicity = 1
LUMO energy = 1.10 eV
SMILES = C=C[C@@H]1C[C@@H]1CO

These are the Mulliken partial charges, in e, on atoms 1 to 6: number 1, C, carries -0.748; number 2, C, carries -0.520; number 3, O, carries -0.551; number 4, C, carries -0.589; number 5, C, carries -0.007; number 6, C, carries -0.871

Number 1: total energy -1068.56017 a.u.. Number 2: total energy -1531.49679 a.u.. Number 3: total energy -1828.04824 a.u.. Number 4: total energy -822.73619 a.u.. Number 5: total energy -762.33857 a.u.. Number 6: total energy -309.77646 a.u..